{
  "formula": "C10H52ClNO21S",
  "method": "the ωB97M-V functional and the def2-TZVPD basis",
  "elements": ["C", "C", "N", "C", "C", "C", "C", "C", "C", "C", "S", "O", "O", "Cl", "C", "O", "O", "H", "H", "H", "H", "H", "H", "H", "H", "H", "H", "H", "H", "H", "H", "H", "H", "H", "H", "O", "H", "H", "O", "H", "H", "O", "H", "H", "O", "H", "H", "O", "H", "H", "O", "H", "H", "O", "H", "H", "O", "H", "H", "O", "H", "H", "O", "H", "H", "O", "H", "H", "O", "H", "H", "O", "H", "H", "O", "H", "H", "O", "H", "H", "O", "H", "H", "O", "H", "H"],
  "positions_angstrom": [[3.335521, 0.271708, 1.466596], [3.953925, -0.605050, 0.382553], [3.239690, -1.885315, 0.063034], [1.893419, -1.949221, 0.547347], [0.825070, -1.202340, -0.236575], [-0.462771, -1.919772, 0.163404], [-1.347875, -1.193190, 1.178972], [-1.968535, 0.088462, 0.610727], [-1.279579, 1.351993, 1.160269], [-1.272506, 2.549194, 0.211258], [-0.211270, 2.317399, -1.184048], [-0.568059, 1.173108, -1.966162], [1.160817, 2.451990, -0.784255], [-0.605485, 3.968242, -2.349013], [0.076441, -3.248575, 0.665318], [-0.523619, -4.116076, 1.227939], [1.405918, -3.339609, 0.389609], [2.430575, 0.794443, 1.155179], [3.167162, -0.292365, 2.387194], [4.063549, 1.046612, 1.712820], [4.956671, -0.865170, 0.736257], [4.082489, -0.018910, -0.530400], [3.150133, -1.947935, -0.947537], [1.842287, -1.784043, 1.623829], [0.834078, -0.129853, -0.067935], [1.034226, -1.395815, -1.294300], [-1.082806, -2.194701, -0.698604], [-0.743029, -0.955352, 2.057766], [-2.120724, -1.888158, 1.499979], [-1.950554, 0.046211, -0.474766], [-3.023208, 0.111594, 0.900099], [-0.267520, 1.078757, 1.475491], [-1.796929, 1.660823, 2.069814], [-2.262076, 2.796038, -0.186787], [-0.872418, 3.432354, 0.716191], [1.523958, 0.072453, -4.178867], [0.997535, 0.441749, -3.463329], [1.056400, 0.328679, -4.981583], [0.096694, 0.242126, 4.203932], [-0.290763, 0.547490, 5.030510], [0.177216, -0.710787, 4.315110], [-2.672365, -1.004981, -2.628076], [-3.416473, -0.700957, -3.161948], [-2.011307, -0.314392, -2.749003], [0.135457, -1.776154, -5.920800], [-0.614722, -2.307888, -5.638434], [0.764669, -1.826510, -5.190487], [-3.358023, 0.201565, -5.253466], [-2.596000, -0.352931, -5.454382], [-3.156651, 1.053651, -5.650866], [-3.348838, 5.495208, -3.594201], [-2.712410, 5.076386, -3.005091], [-3.311224, 4.969053, -4.401128], [-3.785894, -2.097631, 3.134042], [-4.216076, -1.844991, 3.955161], [-3.634423, -3.047793, 3.204686], [-6.133961, 4.342921, -4.493007], [-5.502992, 4.805138, -3.929696], [-6.853742, 4.967666, -4.620666], [-2.997723, -4.881011, 4.080269], [-2.536549, -5.342812, 4.788358], [-2.781656, -5.385357, 3.285575], [5.769394, -3.938318, -0.105667], [5.218300, -4.481425, 0.469033], [5.283669, -3.104603, -0.151286], [7.252162, -3.925778, 2.479527], [6.467563, -3.643026, 2.958913], [7.018414, -3.844719, 1.543651], [-0.609755, 3.526312, 3.343092], [0.129101, 2.941149, 3.137378], [-0.354225, 4.387182, 2.997812], [0.461701, 7.054612, -4.145476], [0.111512, 6.441150, -3.493802], [-0.033433, 7.868084, -4.009514], [3.902863, 3.026605, 0.095370], [3.113936, 3.255615, -0.408878], [4.538338, 3.725608, -0.082816], [-4.739736, 4.091422, -1.042233], [-5.669369, 4.240246, -0.845890], [-4.475329, 4.848017, -1.576359], [-5.441716, -6.544347, 4.438531], [-6.200437, -6.222428, 3.944391], [-4.794173, -5.827104, 4.406694], [8.197081, -2.674077, 4.845634], [8.574596, -3.009155, 5.663029], [8.366402, -3.348396, 4.174991]],
  "forces_ev_per_angstrom": [[0.38, 0.03, 0.17], [0.09, -0.15, 0.12], [-0.20, 0.53, -0.02], [-0.27, -0.93, -0.40], [-0.03, -0.02, -0.23], [-0.16, -0.02, -0.02], [0.22, -0.43, -0.15], [-0.23, -0.05, 0.31], [-0.05, -0.67, -0.30], [-0.42, 0.43, 0.26], [0.95, -0.51, 0.34], [-0.15, 0.24, -0.24], [-0.43, 0.10, -0.07], [-0.07, 0.08, 0.00], [0.05, -0.12, 0.00], [-0.22, -0.25, -0.06], [0.21, 0.43, 0.59], [-0.04, -0.17, 0.03], [-0.13, 0.06, -0.08], [-0.10, -0.02, -0.09], [-0.02, -0.04, -0.13], [-0.07, 0.01, 0.06], [0.25, -0.10, 0.02], [0.20, 0.39, -0.08], [-0.01, -0.01, 0.04], [0.04, 0.21, 0.02], [0.06, 0.25, -0.03], [-0.12, 0.01, 0.13], [0.03, 0.11, 0.05], [-0.03, 0.02, 0.02], [0.07, 0.07, -0.10], [0.05, 0.32, -0.09], [0.15, 0.21, -0.09], [0.01, -0.15, 0.02], [-0.01, -0.03, -0.16], [0.07, -0.02, -0.01], [-0.09, 0.03, 0.13], [0.01, -0.04, -0.02], [0.03, 0.02, 0.01], [-0.02, 0.06, -0.02], [-0.01, -0.01, -0.02], [0.06, -0.06, 0.00], [0.03, 0.02, -0.05], [-0.02, 0.03, 0.02], [-0.14, 0.02, -0.03], [0.05, -0.10, 0.00], [-0.01, 0.10, 0.05], [0.07, -0.02, 0.06], [0.02, 0.01, -0.04], [-0.06, 0.01, -0.04], [-0.14, 0.01, 0.09], [0.01, -0.07, -0.04], [0.00, 0.03, -0.04], [-0.09, 0.11, -0.12], [-0.01, -0.09, 0.02], [0.09, 0.03, 0.24], [0.04, 0.05, 0.02], [0.04, 0.00, 0.05], [-0.01, -0.01, -0.05], [-0.15, -0.19, -0.10], [0.06, 0.10, 0.03], [0.11, 0.06, -0.03], [0.16, 0.08, 0.24], [-0.11, -0.07, -0.16], [-0.19, -0.06, -0.01], [0.01, -0.11, 0.04], [0.03, 0.07, 0.02], [0.00, 0.01, -0.09], [0.01, 0.01, -0.15], [0.01, -0.03, 0.12], [0.07, 0.04, 0.13], [0.00, -0.01, -0.01], [0.02, 0.03, 0.03], [-0.02, 0.00, -0.02], [0.03, 0.10, 0.01], [0.01, -0.09, 0.00], [0.00, 0.01, -0.04], [0.18, 0.05, 0.06], [-0.02, -0.06, 0.00], [-0.09, 0.01, -0.10], [0.00, 0.01, 0.03], [-0.01, 0.00, 0.00], [0.00, 0.01, -0.07], [0.00, 0.00, 0.11], [0.03, -0.03, -0.02], [-0.06, 0.08, -0.12]],
  "lowdin_charge": [-0.099, -0.219, 0.004, -0.323, -0.063, -0.192, -0.129, -0.160, -0.208, -0.262, 0.393, -0.334, -0.330, 0.470, -0.454, 0.136, 0.061, 0.052, 0.077, 0.070, 0.102, 0.114, 0.118, 0.150, 0.083, 0.134, 0.155, 0.105, 0.096, 0.073, 0.123, 0.094, 0.117, 0.104, 0.093, -0.054, -0.003, 0.035, -0.051, 0.045, 0.039, -0.057, 0.024, -0.006, -0.063, 0.035, 0.021, -0.045, 0.031, 0.043, -0.063, -0.050, 0.055, -0.054, 0.038, 0.002, -0.057, -0.010, 0.037, -0.045, 0.066, 0.069, -0.055, 0.049, 0.011, -0.063, 0.039, 0.007, -0.047, 0.034, 0.042, -0.058, -0.025, 0.037, -0.054, 0.002, 0.042, -0.053, 0.042, 0.003, -0.068, 0.032, -0.014, -0.072, 0.028, 0.004],
  "homo_ev": -9.460,
  "gap_ev": 8.73,
  "e_lumo_ev": -0.73,
  "spin_multiplicity": 1,
  "e_tot_ha": -2905.39007
}